A molecular structure, C24H64AsF6O24S8 at a distorted geometry. Source: the Open Molecules 2025 dataset; level of theory: wB97M-V/def2-TZVPD.

Last column: Löwdin charge in e.
Element x y z (Å)
As: -34.76 -2.55 -12.42  1.30
S: -31.53 -3.91 -15.93  0.89
S: -35.59 -3.30 -17.02  0.87
S: -34.98 3.04 -11.45  0.74
S: -30.21 -2.84 -12.87  0.73
S: -35.09 -5.99 -14.90  0.83
S: -38.72 -1.39 -10.15  0.72
S: -33.41 -4.43 -8.92  0.85
S: -35.03 0.62 -15.19  0.83
F: -34.06 -2.87 -10.79  -0.40
F: -33.72 -3.83 -13.18  -0.31
F: -35.76 -1.30 -11.66  -0.29
F: -36.05 -3.75 -12.10  -0.37
F: -33.45 -1.34 -12.62  -0.27
F: -35.46 -2.16 -14.08  -0.10
O: -34.02 1.79 -11.00  -0.16
O: -34.21 -2.86 -17.29  -0.25
O: -33.75 -6.39 -13.92  -0.26
O: -34.58 -0.47 -16.00  -0.18
O: -30.75 -2.28 -11.41  -0.21
O: -30.48 -4.34 -15.00  -0.30
O: -33.58 -5.28 -7.69  -0.32
O: -33.67 1.27 -14.48  -0.21
O: -33.12 -2.86 -8.41  -0.36
O: -30.72 -1.94 -13.86  -0.29
O: -36.02 2.58 -12.37  -0.36
O: -35.29 3.91 -10.32  -0.27
O: -37.80 -0.05 -10.15  -0.24
O: -28.76 -2.95 -12.75  -0.30
O: -31.41 -2.30 -16.32  -0.26
O: -39.77 -1.13 -11.19  -0.32
O: -39.11 -1.69 -8.78  -0.30
O: -34.63 -5.07 -15.95  -0.42
O: -35.97 -7.10 -15.21  -0.25
O: -31.92 -4.60 -17.19  -0.28
O: -32.29 -4.74 -9.85  -0.27
O: -35.68 1.76 -15.80  -0.21
O: -36.73 -2.13 -17.32  -0.24
O: -35.99 -4.54 -17.69  -0.27
C: -31.31 -1.73 -18.50  -0.05
C: -31.06 -4.49 -13.09  -0.17
C: -38.06 1.97 -11.23  -0.05
C: -32.28 -1.59 -9.77  -0.17
C: -33.01 -3.83 -14.77  -0.18
C: -32.65 0.45 -14.14  -0.30
C: -31.50 -7.22 -13.81  -0.04
C: -36.47 -0.85 -16.75  -0.34
C: -35.04 -4.24 -9.82  -0.12
C: -34.01 -2.24 -7.45  -0.21
C: -33.71 3.81 -12.48  -0.09
C: -37.48 0.57 -11.36  -0.35
C: -34.48 0.50 -11.12  -0.29
C: -36.40 -0.02 -18.03  -0.05
C: -37.52 -2.69 -10.73  -0.11
C: -31.32 1.27 -13.99  -0.01
C: -32.11 -2.45 -11.04  -0.29
C: -32.75 -7.11 -14.60  -0.30
C: -32.24 -1.79 -17.30  -0.32
C: -33.49 -2.61 -6.08  -0.06
C: -33.54 -0.44 -10.46  -0.21
C: -35.86 -3.45 -15.19  -0.22
C: -36.02 -5.03 -13.51  -0.12
C: -35.84 0.07 -13.63  -0.09
H: -35.67 -4.53 -15.16  -0.08
H: -35.08 -2.41 -7.56  0.13
H: -30.75 0.91 -13.13  0.08
H: -30.61 1.09 -14.80  0.08
H: -37.47 -2.74 -11.82  0.07
H: -31.49 2.33 -13.85  0.06
H: -36.40 0.51 -11.45  0.03
H: -31.05 -8.06 -14.35  0.10
H: -37.60 2.40 -12.12  0.05
H: -36.34 -5.66 -12.68  0.11
H: -32.59 -0.82 -16.94  0.11
H: -32.10 -4.19 -13.12  0.04
H: -30.91 -6.31 -13.67  0.03
H: -32.96 -3.12 -13.95  0.04
H: -32.80 -0.17 -13.26  0.08
H: -31.26 -2.76 -18.84  0.07
H: -33.35 -1.39 -9.83  -0.08
H: -31.80 -1.20 -19.31  0.07
H: -31.64 -0.71 -9.78  0.13
H: -35.02 -0.42 -13.10  0.01
H: -36.27 0.92 -13.12  0.05
H: -37.79 0.11 -12.30  0.12
H: -39.13 2.16 -11.21  0.09
H: -36.87 -3.34 -14.81  0.11
H: -31.83 -7.47 -12.80  0.10
H: -33.16 -4.81 -14.33  0.06
H: -32.48 -6.63 -15.55  0.11
H: -34.31 -2.55 -5.36  0.08
H: -32.42 -3.48 -10.88  0.06
H: -33.23 -3.67 -6.08  0.06
H: -37.36 0.00 -18.55  0.08
H: -33.27 2.99 -13.05  0.03
H: -37.86 -3.68 -10.42  0.09
H: -32.57 -0.35 -10.94  0.14
H: -32.61 -2.04 -5.77  0.09
H: -35.28 -4.38 -13.03  -0.01
H: -30.39 -1.30 -18.09  0.08
H: -30.95 -5.06 -12.17  0.09
H: -36.10 1.02 -17.89  0.06
H: -34.51 0.13 -12.14  0.05
H: -33.95 -1.16 -7.52  0.13
H: -30.82 -4.93 -14.06  -0.12
H: -32.88 3.93 -11.79  0.07
H: -33.42 -0.06 -9.44  0.15
H: -36.87 -4.44 -13.87  0.08
H: -33.88 -3.47 -15.34  0.05
H: -35.54 -0.80 -16.18  -0.24
H: -35.81 -4.64 -9.17  0.09
H: -35.14 -2.76 -14.75  -0.17
H: -34.03 4.71 -13.00  0.09
H: -35.43 0.28 -10.64  0.12
H: -35.67 -0.34 -18.78  0.09
H: -37.24 -0.58 -16.04  0.12
H: -32.64 -1.98 -11.87  0.00
H: -36.53 -2.44 -10.34  0.03
H: -37.76 2.39 -10.28  0.09
H: -32.34 -0.24 -14.93  0.10
H: -35.38 -3.21 -9.68  0.04
H: -36.53 -0.73 -13.90  0.09
H: -33.18 -2.35 -17.32  -0.11
H: -33.90 -1.47 -10.38  0.07
H: -34.96 -4.73 -10.79  0.09
H: -32.10 -2.23 -8.90  0.05
H: -33.18 -8.07 -14.87  0.13

Values from the calculation:
E: -8776.83615 a.u.
Total charge: -1
Kohn-Sham gap: 4.8892 eV
Largest force on an atom: 18.33 eV Å⁻¹
ΔE to the lowest compared entry with this formula, charge and spin: 1527.3 kcal/mol